Here is a cluster of 2 separate species, C6H12O in total from OMol25. Energies are from ωB97M-V/def2-TZVPD.

Properties
Energy above the lowest of the compared OMol25 structures with the same formula, charge and spin: 158.5 kJ/mol
HOMO: -8.456 eV
Energy: -310.998886 Eh
Total charge: 0
SMILES: C/C=C(/C)O.C=C
LUMO energy: 1.0020 eV

Last column: Löwdin charge in e.
Geometry (Å):
1 C -1.914 -1.856 0.008  -0.0973
2 C -0.513 -1.709 -0.507  -0.1207
3 C 0.433 -0.983 0.092  -0.4271
4 C 1.839 -0.826 -0.411  -0.0393
5 O 0.167 -0.365 1.290  0.0020
6 H -2.648 -1.733 -0.797  0.0685
7 H -2.117 -1.110 0.782  0.0671
8 H -2.080 -2.847 0.449  0.0739
9 H -0.238 -2.249 -1.410  0.1016
10 H 2.084 0.233 -0.570  0.0666
11 H 1.981 -1.351 -1.359  0.0815
12 H 2.555 -1.219 0.320  0.0862
13 H 0.621 0.490 1.300  0.0698
14 C 0.304 2.454 -0.425  -0.0845
15 C -0.357 2.722 0.698  -0.0740
16 H 1.227 2.968 -0.684  0.0551
17 H -0.061 1.710 -1.131  0.0583
18 H -0.004 3.466 1.409  0.0540
19 H -1.280 2.205 0.948  0.0582